ORCA calculation (wB97M-V/def2-TZVPD) on an isolated molecule of C5H6N2O3S in a non-equilibrium geometry.

Each line ends with the Löwdin charge.
Atoms and positions in Å:
1 N 2.77909 0.53256 0.89317  0.051
2 C 1.83881 0.22001 -0.11678  -0.286
3 C 0.65528 1.14221 -0.54189  -0.337
4 O 0.37799 2.28210 -0.72595  0.163
5 N -0.20797 0.04887 -0.33336  -0.020
6 C -1.57691 -0.01723 -0.83969  -0.003
7 C -2.68431 -0.13232 0.31743  -0.530
8 O -3.49553 0.69304 0.52176  0.139
9 O -2.67531 -1.24606 1.04053  0.090
10 C 0.73431 -0.86947 -0.00711  -0.734
11 S 0.75646 -2.40813 0.52765  0.731
12 H 2.77611 1.50921 1.26225  0.107
13 H 3.77993 0.24652 0.90617  0.104
14 H 2.40203 -0.05169 -0.99569  0.142
15 H -2.07332 0.80488 -1.52760  0.185
16 H -1.58328 -0.98500 -1.30458  0.112
17 H -1.80338 -1.76950 0.92367  0.087

Forces on atoms 1 to 2 (eV/Å):
0.871 1.758 2.010
1.383 -0.215 -1.211

Computed properties:
Net charge: 0
Kohn-Sham gap: 9.10 eV
F_max: 0.0561 hartree/bohr
Energy above the lowest of the compared OMol25 structures with the same formula, charge and spin: 184.1 kJ/mol
E_tot: -25238.920 eV
Structure (SMILES): N[C@@H]1C(=O)N(CC(=O)O)C1=S

ORCA calculation (wB97M-V/def2-TZVPD) on an isolated molecule of C5H6N2O5S in a non-equilibrium geometry.

Each line ends with the Löwdin charge.
Atoms and positions in Å:
1 H -3.31092 -1.50312 2.89738  0.096
2 N -2.57013 -1.17123 2.24270  0.199
3 C -3.05500 -0.81370 1.17236  -0.353
4 O -4.08422 -0.76721 0.28231  0.162
5 C -2.86946 -0.16054 -0.08205  -0.120
6 C -2.45021 0.48531 -1.09005  -0.042
7 O -1.17753 1.04583 -1.11802  0.080
8 C -0.14665 0.26398 -0.89739  -0.555
9 O -0.29322 -1.04536 -1.07582  0.108
10 N 0.87727 0.84136 -0.44005  0.000
11 S 2.11593 -0.04822 0.25479  0.680
12 C 3.62183 1.08431 -0.08903  -0.136
13 O 2.13674 -1.36827 -0.38962  -0.337
14 O 1.97882 -0.10767 1.71924  -0.325
15 H -2.99511 0.56173 -2.12154  0.186
16 H 0.59999 -1.51319 -0.79560  0.112
17 H 3.88684 1.16442 -1.24907  0.100
18 H 3.22688 2.16020 0.24129  0.096
19 H 4.50813 0.89137 0.53816  0.048

Forces on atoms 1 to 2 (eV/Å):
0.774 -0.216 -0.561
-1.339 -0.218 1.616

Computed properties:
Net charge: 0
Kohn-Sham gap: 10.91 eV
F_max: 0.0973 hartree/bohr
Energy above the lowest of the compared OMol25 structures with the same formula, charge and spin: 318.6 kJ/mol
E_tot: -29330.314 eV
Structure (SMILES): [H]/N=C1\O\C1=C\O/C(O)=N/S(C)(=O)=O

ORCA calculation (wB97M-V/def2-TZVPD) on an isolated molecule of C5H6N2OS in a non-equilibrium geometry.

Each line ends with the Löwdin charge.
Atoms and positions in Å:
1 C -1.22495 -1.39146 0.83750  0.093
2 C -1.42522 -0.32360 0.04471  -0.291
3 C -2.61181 0.46533 0.11091  -0.200
4 N -3.59745 1.06484 0.12693  0.163
5 C -0.31765 0.09222 -0.95578  -0.138
6 N 0.66336 1.00919 -0.36189  0.003
7 C 1.92996 0.89511 0.11285  -0.919
8 O 2.45227 1.83070 0.63000  0.015
9 S 2.68073 -0.69471 -0.00579  0.845
10 H -0.30406 -1.93596 0.70885  0.054
11 H -2.05996 -2.04648 1.19679  0.103
12 H 0.34682 -0.94021 -1.05260  0.124
13 H -0.65822 0.29539 -1.97630  0.122
14 H 0.40778 1.95540 -0.09325  0.149
15 H 3.71840 -0.27577 0.67705  -0.123

Forces on atoms 1 to 2 (eV/Å):
-1.465 -1.166 -1.474
1.065 -0.163 0.004

Computed properties:
Net charge: 0
Kohn-Sham gap: 9.86 eV
F_max: 0.0921 hartree/bohr
Energy above the lowest of the compared OMol25 structures with the same formula, charge and spin: 146.3 kJ/mol
E_tot: -21143.582 eV
Structure (SMILES): C=C(C#N)CNC(=O)S

ORCA calculation (wB97M-V/def2-TZVPD) on an isolated molecule of C5H6N2OS in a non-equilibrium geometry.

Each line ends with the Löwdin charge.
Atoms and positions in Å:
1 O -0.91434 2.39642 -1.31636  0.031
2 C -0.30761 1.24189 -1.01913  -0.385
3 N 0.31189 1.22836 0.26586  0.052
4 C 0.54399 -0.11269 0.65463  -0.331
5 C 1.24352 -0.66556 1.68478  -0.327
6 S 0.83579 -2.36839 1.74029  0.906
7 C -0.35148 -2.28285 0.38505  -0.293
8 C -0.38762 -0.98839 -0.02823  -0.416
9 N -1.20229 -0.22810 -0.85992  0.092
10 H -1.27954 2.90812 -0.53978  0.145
11 H 0.45858 1.01588 -1.82563  0.162
12 H 1.01081 1.97536 0.46130  0.162
13 H 1.94748 -0.34182 2.31308  0.014
14 H -0.79228 -3.12423 -0.06547  0.049
15 H -1.11688 -0.65400 -1.85048  0.139

Forces on atoms 1 to 2 (eV/Å):
-1.214 1.269 0.278
0.887 -3.064 0.280

Computed properties:
Net charge: 0
Kohn-Sham gap: 8.38 eV
F_max: 0.1010 hartree/bohr
Energy above the lowest of the compared OMol25 structures with the same formula, charge and spin: 162.6 kJ/mol
E_tot: -21143.413 eV
Structure (SMILES): OC1Nc2cscc2N1

ORCA calculation (wB97M-V/def2-TZVPD) on an isolated molecule of C5H6N2S in a non-equilibrium geometry.

Each line ends with the Löwdin charge.
Atoms and positions in Å:
1 C 1.76515 0.94061 -1.05939  -0.152
2 N 1.30596 0.38659 -2.20275  -0.008
3 N 0.25347 -0.34721 -1.84924  -0.023
4 C -0.12341 -0.14394 -0.50806  -0.265
5 C 0.83950 0.71762 -0.04214  -0.569
6 S 0.73823 1.04276 1.65104  0.895
7 C -0.65270 -0.12633 1.82719  -0.473
8 C -1.22087 -0.56973 0.44429  -0.182
9 H 2.57099 1.71668 -1.17329  0.120
10 H -0.05463 -0.95784 -2.72332  0.211
11 H -0.23282 -1.04067 2.44687  0.108
12 H -1.51565 0.37247 2.33515  0.074
13 H -2.38003 -0.28214 0.30922  0.148
14 H -1.29320 -1.70889 0.54443  0.116

Forces on atoms 1 to 2 (eV/Å):
0.020 1.778 -2.039
1.118 -0.264 1.428

Computed properties:
Net charge: 0
Kohn-Sham gap: 8.74 eV
F_max: 0.0713 hartree/bohr
Energy above the lowest of the compared OMol25 structures with the same formula, charge and spin: 210.4 kJ/mol
E_tot: -19095.830 eV
Structure (SMILES): c1n[nH]c2c1SCC2

ORCA calculation (wB97M-V/def2-TZVPD) on a cluster of 2 separate species, C5H6N2S in total in a non-equilibrium geometry.

Each line ends with the Löwdin charge.
Atoms and positions in Å:
1 C 0.86094 2.02241 0.11485  -0.192
2 C 2.17296 1.67086 -0.10233  -0.366
3 C 0.06413 0.89218 0.23028  -0.147
4 C 0.57239 -0.30899 -0.02184  -0.560
5 C 0.19356 -1.74930 0.17257  -0.119
6 N -2.41542 0.47954 -0.39708  -0.055
7 N -2.12415 1.25228 0.45048  0.073
8 S 2.34843 -0.10625 -0.12409  0.968
9 H 0.56622 2.99762 0.17530  0.067
10 H 3.15961 2.11067 -0.15130  0.048
11 H 0.57211 -2.13531 1.14265  0.095
12 H -0.89322 -1.80601 -0.07466  0.082
13 H 0.64448 -2.33967 -0.50250  0.013
14 H -3.46214 0.39406 -0.63053  0.095

Forces on atoms 1 to 2 (eV/Å):
2.775 -1.351 -0.348
0.186 -2.158 0.463

Computed properties:
Net charge: 0
Kohn-Sham gap (alpha / beta): 8.38 / 8.45 eV
F_max: 0.0736 hartree/bohr
Energy above the lowest of the compared OMol25 structures with the same formula, charge and spin: 525.1 kJ/mol
E_tot: -19092.568 eV

ORCA calculation (wB97M-V/def2-TZVPD) on an isolated molecule of C5H6N2S2 in a non-equilibrium geometry.

Each line ends with the Löwdin charge.
Atoms and positions in Å:
1 S -1.53191 2.14434 0.04444  0.778
2 C 0.01242 1.96798 -0.12868  -0.626
3 C 1.26492 1.66121 -0.08370  -0.194
4 C 1.90266 0.39870 0.00396  -0.120
5 C 1.35347 -0.82840 -0.22785  -0.054
6 C -0.17829 -1.00363 -0.41583  -0.304
7 N -0.85247 -0.77108 0.79743  -0.021
8 N -2.19506 -0.83931 0.72300  -0.611
9 S -3.22195 -1.22246 -0.47736  0.564
10 H 1.89057 2.47497 -0.13186  0.090
11 H 2.90189 0.54679 0.28600  0.086
12 H 2.01923 -1.76060 -0.23484  0.119
13 H -0.48593 -0.25198 -1.13461  0.089
14 H -0.33296 -2.05635 -0.63720  0.107
15 H -2.54658 -0.46019 1.61709  0.097

Forces on atoms 1 to 2 (eV/Å):
0.627 0.675 -0.426
-2.461 -0.382 0.613

Computed properties:
Net charge: 0
Kohn-Sham gap (alpha / beta): 7.52 / 7.48 eV
F_max: 0.0844 hartree/bohr
Energy above the lowest of the compared OMol25 structures with the same formula, charge and spin: 294.9 kJ/mol
E_tot: -29928.344 eV
Structure (SMILES): S=C=C/C=C\C/N=[NH+]\[S-]

ORCA calculation (wB97M-V/def2-TZVPD) on a cluster of 2 separate species, C5H6N2S3 in total in a non-equilibrium geometry.

Each line ends with the Löwdin charge.
Atoms and positions in Å:
1 C 1.70146 -0.24991 1.47467  -0.692
2 C 2.15828 0.16620 -2.14415  -1.388
3 C -1.75979 -0.03922 0.31033  -0.192
4 C -0.72479 -0.79629 1.05934  -0.101
5 C -0.93292 0.74751 -0.63150  -0.267
6 N 0.52446 0.07180 0.96102  -0.219
7 N 0.33801 1.01363 0.01029  0.006
8 S 2.74840 0.04689 2.55764  0.750
9 S 2.40204 1.67955 -2.44792  0.719
10 S 1.98521 -1.39736 -1.97747  0.678
11 H -2.42065 -0.76411 -0.21307  0.135
12 H -2.36811 0.33766 1.00158  0.065
13 H -1.08778 -1.04910 2.09492  0.144
14 H -0.32373 -1.67316 0.52573  0.119
15 H -0.87680 0.17645 -1.64634  0.124
16 H -1.36331 1.72947 -0.93508  0.120

Forces on atoms 1 to 2 (eV/Å):
-2.526 -0.085 -1.274
0.200 -0.300 -0.447

Computed properties:
Net charge: 0
Kohn-Sham gap (alpha / beta): 6.79 / 6.95 eV
F_max: 0.0856 hartree/bohr
Energy above the lowest of the compared OMol25 structures with the same formula, charge and spin: 324.3 kJ/mol
E_tot: -40763.579 eV

ORCA calculation (wB97M-V/def2-TZVPD) on the ion C5H6N3 with charge +1 in a non-equilibrium geometry.

Each line ends with the Löwdin charge.
Atoms and positions in Å:
1 N 3.12889 0.01426 -0.77337  0.188
2 C 2.24360 0.33925 -0.10992  -0.143
3 C 0.84181 0.37339 0.45905  -0.112
4 C -0.07644 1.41754 -0.06448  -0.122
5 C -1.20604 0.67113 -0.70256  0.013
6 N -1.13037 -0.62307 -0.70066  0.127
7 C -0.06473 -1.09225 -0.09143  -0.198
8 N 0.25705 -2.30612 0.13459  0.271
9 H 0.67599 0.29461 1.50012  0.126
10 H 0.24051 2.16589 -0.80461  0.157
11 H -0.61124 1.93514 0.74492  0.151
12 H -2.23364 1.07593 -1.02541  0.182
13 H 1.11301 -2.55943 0.64777  0.170
14 H -0.41316 -3.10506 0.01549  0.190

Forces on atoms 1 to 2 (eV/Å):
-0.148 0.512 0.541
-1.622 -0.901 0.275

Computed properties:
Net charge: +1
Kohn-Sham gap: 9.63 eV
F_max: 0.0932 hartree/bohr
Energy above the lowest of the compared OMol25 structures with the same formula, charge and spin: 152.9 kJ/mol
E_tot: -9743.551 eV
Structure (SMILES): N#C[C@H]1CC=NC1=[NH2+]